{
  "formula": "C61H58MgN5O2P2Te",
  "method": "the ωB97M-V functional and the def2-TZVPD basis",
  "total_energy_ev": -107057.62503,
  "charge": 1,
  "homo_lumo_gap_ev": 5.555,
  "symbols": ["Mg", "O", "C", "O", "C", "C", "C", "C", "C", "C", "N", "C", "C", "C", "C", "C", "C", "N", "H", "H", "H", "H", "H", "H", "H", "H", "H", "H", "C", "C", "C", "C", "C", "C", "C", "N", "C", "C", "C", "C", "C", "C", "C", "N", "C", "C", "C", "C", "H", "H", "H", "H", "H", "H", "H", "H", "H", "H", "H", "H", "H", "H", "H", "H", "H", "H", "H", "H", "H", "H", "H", "H", "Te", "C", "C", "C", "N", "C", "C", "C", "P", "C", "C", "C", "C", "C", "C", "C", "C", "C", "C", "C", "C", "P", "C", "C", "C", "C", "C", "C", "C", "C", "C", "C", "C", "C", "H", "H", "H", "H", "H", "H", "H", "H", "H", "H", "H", "H", "H", "H", "H", "H", "H", "H", "H", "H", "H", "H", "H", "H"],
  "xyz": [[0.166, -0.010, 0.029], [2.241, 0.055, 8.438], [1.226, -0.059, 7.573], [0.099, -0.174, 7.976], [1.543, -0.046, 6.113], [2.817, -0.228, 5.575], [3.023, -0.246, 4.212], [1.953, -0.049, 3.325], [0.680, 0.125, 3.874], [0.472, 0.114, 5.231], [2.045, -0.049, 1.944], [3.185, 0.124, 1.375], [3.379, 0.067, -0.043], [4.687, 0.090, -0.554], [4.886, 0.038, -1.918], [3.763, -0.007, -2.729], [2.507, -0.016, -2.139], [2.300, 0.011, -0.836], [3.112, 0.175, 8.037], [3.670, -0.390, 6.219], [4.021, -0.440, 3.853], [-0.130, 0.276, 3.188], [-0.523, 0.226, 5.635], [4.088, 0.354, 1.943], [5.532, 0.124, 0.118], [5.882, 0.038, -2.338], [3.849, -0.038, -3.801], [1.626, -0.046, -2.764], [-3.957, 4.748, 3.866], [-2.933, 3.717, 4.357], [-1.670, 4.408, 4.902], [-3.559, 2.900, 5.493], [-2.484, 2.865, 3.186], [-1.883, 3.449, 2.070], [-1.331, 2.646, 1.090], [-1.337, 1.322, 1.138], [-1.986, 0.738, 2.147], [-2.566, 1.479, 3.178], [-1.962, -0.735, 2.164], [-2.534, -1.471, 3.202], [-2.445, -2.857, 3.218], [-1.839, -3.444, 2.106], [-1.279, -2.643, 1.129], [-1.299, -1.319, 1.165], [-2.911, -3.706, 4.382], [-3.541, -2.888, 5.514], [-1.658, -4.408, 4.936], [-3.940, -4.729, 3.880], [-4.297, 5.368, 4.692], [-4.822, 4.242, 3.443], [-3.537, 5.400, 3.107], [-1.908, 4.978, 5.796], [-1.235, 5.085, 4.170], [-0.922, 3.660, 5.165], [-3.854, 3.573, 6.295], [-2.846, 2.192, 5.910], [-4.451, 2.370, 5.166], [-1.817, 4.521, 1.971], [-0.847, 3.092, 0.228], [-3.052, 0.976, 3.993], [-3.024, -0.968, 4.014], [-1.773, -4.516, 2.010], [-0.788, -3.091, 0.273], [-2.828, -2.183, 5.935], [-3.844, -3.560, 6.314], [-4.429, -2.354, 5.182], [-0.909, -3.664, 5.206], [-1.222, -5.085, 4.207], [-1.907, -4.978, 5.827], [-4.799, -4.216, 3.454], [-4.288, -5.349, 4.702], [-3.519, -5.381, 3.121], [-2.202, -0.085, -4.556], [-0.947, 0.018, -6.322], [-0.617, 1.226, -6.921], [0.027, 1.201, -8.150], [0.349, 0.086, -8.779], [0.055, -1.063, -8.199], [-0.586, -1.154, -6.972], [-0.556, -0.031, -3.159], [-0.388, 1.394, -2.084], [-1.703, 2.585, -2.503], [-1.517, 3.607, -3.428], [-2.548, 4.488, -3.697], [-3.762, 4.363, -3.042], [-3.955, 3.340, -2.124], [-2.932, 2.448, -1.859], [1.069, 2.333, -2.688], [1.791, 3.055, -1.744], [2.954, 3.708, -2.102], [3.390, 3.665, -3.415], [2.660, 2.972, -4.368], [1.508, 2.296, -4.008], [-0.391, -1.428, -2.046], [-1.705, -2.624, -2.453], [-1.521, -3.643, -3.383], [-2.558, -4.513, -3.668], [-3.776, -4.378, -3.023], [-3.968, -3.359, -2.099], [-2.938, -2.479, -1.820], [1.063, -2.370, -2.657], [1.803, -3.071, -1.713], [2.970, -3.718, -2.080], [3.395, -3.675, -3.398], [2.648, -2.997, -4.349], [1.489, -2.338, -3.982], [-0.880, 2.168, -6.459], [0.274, 2.119, -8.666], [0.324, -1.953, -8.752], [-0.824, -2.120, -6.548], [-0.566, 3.712, -3.929], [-2.400, 5.279, -4.417], [-4.560, 5.060, -3.247], [-4.906, 3.245, -1.616], [-3.074, 1.638, -1.150], [1.442, 3.082, -0.714], [3.527, 4.247, -1.361], [4.303, 4.171, -3.687], [2.997, 2.956, -5.394], [0.960, 1.725, -4.749], [-0.567, -3.753, -3.879], [-2.411, -5.299, -4.393], [-4.582, -5.062, -3.246], [-4.923, -3.259, -1.600], [-3.080, -1.669, -1.111], [1.467, -3.093, -0.680], [3.557, -4.243, -1.340], [4.315, -4.166, -3.674], [2.976, -2.984, -5.378], [0.929, -1.774, -4.720]],
  "atomic_forces_ev_per_a": [[-0.3, 0.0, 0.4], [0.2, 0.0, 0.4], [-0.2, -0.1, 0.0], [0.3, 0.1, -0.1], [-0.1, 0.0, -0.5], [-0.3, 0.1, 0.3], [-0.1, 0.0, -0.4], [-0.2, 0.0, 1.7], [0.5, 0.0, -0.4], [0.1, 0.0, 0.3], [0.5, 0.1, -1.9], [-0.6, 0.0, 1.3], [0.8, 0.1, -1.2], [-0.6, 0.0, 0.7], [-0.5, 0.0, -0.5], [0.5, 0.0, 0.3], [0.1, 0.0, -0.5], [0.0, 0.0, 0.7], [-0.3, 0.0, -0.2], [0.1, -0.1, 0.0], [0.1, 0.0, -0.1], [0.0, 0.0, 0.1], [-0.1, 0.0, 0.1], [-0.1, -0.1, 0.1], [0.0, 0.1, 0.2], [0.0, 0.0, 0.0], [-0.1, 0.0, -0.1], [0.1, 0.0, -0.1], [0.1, -0.1, 0.0], [-0.1, 0.1, 0.2], [-0.1, -0.1, 0.0], [0.1, 0.1, -0.3], [0.1, -0.1, -0.2], [0.0, -0.2, 0.0], [0.0, 0.7, 0.0], [0.3, -0.5, 0.1], [-0.3, 0.7, 0.4], [0.0, -0.1, -0.3], [-0.3, -0.6, 0.4], [0.1, 0.1, -0.2], [0.1, 0.1, -0.2], [0.0, 0.2, 0.0], [0.0, -0.7, 0.0], [0.3, 0.5, 0.1], [-0.1, -0.1, 0.2], [0.1, -0.1, -0.2], [-0.1, 0.1, 0.0], [0.1, 0.1, 0.0], [0.0, 0.1, 0.1], [-0.1, 0.0, -0.1], [0.0, 0.1, -0.1], [-0.1, 0.1, 0.1], [0.1, 0.1, -0.1], [0.1, 0.0, 0.1], [0.0, 0.1, 0.1], [0.0, -0.1, 0.1], [-0.1, -0.1, 0.0], [0.0, 0.1, 0.0], [0.0, 0.0, 0.0], [-0.1, -0.1, 0.1], [-0.1, 0.1, 0.1], [0.1, -0.1, 0.0], [0.0, 0.0, 0.0], [0.0, 0.1, 0.1], [0.0, -0.1, 0.1], [-0.1, 0.1, 0.0], [0.1, 0.0, 0.1], [0.1, -0.1, -0.1], [-0.1, -0.1, 0.1], [-0.1, 0.0, -0.1], [0.0, -0.1, 0.1], [0.0, -0.1, -0.1], [1.6, 0.2, -0.3], [-0.7, -0.1, 0.4], [-0.1, 0.0, 0.1], [0.0, 0.3, 0.2], [0.3, 0.0, -0.6], [0.0, -0.3, 0.2], [0.0, 0.0, 0.0], [-1.5, 0.0, 0.8], [0.0, 0.2, -1.4], [0.1, 0.0, 0.4], [0.0, -0.1, 0.2], [-0.1, 0.1, -0.1], [-0.1, 0.0, 0.0], [-0.2, 0.0, 0.0], [0.1, 0.0, 0.0], [-0.2, 0.2, 0.1], [-0.1, -0.1, -0.1], [0.2, 0.1, 0.1], [0.1, 0.0, 0.0], [0.1, 0.0, -0.1], [-0.1, 0.0, 0.1], [0.1, -0.2, -1.6], [0.1, 0.0, 0.4], [0.0, 0.1, 0.2], [-0.1, -0.1, 0.0], [-0.1, 0.0, 0.0], [-0.2, -0.1, 0.0], [0.1, 0.0, 0.0], [-0.1, -0.2, 0.2], [-0.1, 0.0, -0.1], [0.1, -0.1, 0.1], [0.1, 0.0, 0.1], [0.0, 0.0, -0.1], [0.0, 0.0, 0.1], [-0.1, 0.1, 0.0], [0.0, 0.1, 0.0], [0.0, -0.1, 0.0], [-0.1, 0.0, 0.0], [0.0, 0.1, 0.0], [0.0, 0.1, -0.1], [-0.1, 0.1, 0.0], [0.0, 0.0, 0.0], [0.0, 0.0, 0.0], [0.1, 0.0, 0.0], [0.0, 0.1, 0.1], [0.1, 0.1, -0.1], [0.0, 0.0, -0.1], [0.0, -0.1, 0.0], [-0.1, -0.1, 0.0], [0.0, -0.1, -0.1], [-0.1, -0.1, 0.0], [0.0, 0.0, 0.0], [0.0, 0.0, 0.0], [0.1, 0.0, 0.0], [0.0, -0.1, 0.1], [0.1, -0.1, -0.1], [0.0, 0.0, -0.1], [-0.1, 0.1, 0.0]]
}



{
  "formula": "C6H6ClO2",
  "method": "the ωB97M-V functional and the def2-TZVPD basis",
  "smiles": "C=CC(Cl)(C=C)C(=O)[O-]",
  "total_energy_ev": -22936.37376,
  "relative_energy_kcal_mol": 5.9,
  "charge": -1,
  "homo_lumo_gap_ev": 7.989,
  "symbols": ["C", "C", "C", "C", "C", "C", "O", "O", "Cl", "H", "H", "H", "H", "H", "H"],
  "xyz": [[-0.128, -0.518, 1.370], [0.956, -0.057, -1.429], [-0.478, 0.682, 0.972], [-0.220, 0.571, -1.587], [-2.609, 0.366, -0.581], [-1.051, 0.940, -0.393], [-2.925, -0.391, 0.328], [-3.030, 0.759, -1.657], [-1.382, 2.834, -0.398], [0.171, -0.884, 2.293], [-0.204, -1.336, 0.652], [1.350, -0.317, -2.439], [1.080, -0.571, -0.496], [-0.473, 1.532, 1.644], [-0.462, 1.008, -2.599]],
  "atomic_forces_ev_per_a": [[-0.4, -1.2, -1.9], [-1.8, -0.5, -2.4], [-0.3, 0.6, -0.2], [0.9, 1.6, 0.1], [2.3, -0.1, 0.1], [-0.9, 1.1, 0.4], [-1.1, -0.2, 0.0], [-1.3, -0.2, -0.5], [0.6, -0.7, -0.3], [0.6, 0.2, 2.0], [-0.2, 0.1, 0.1], [0.6, -0.1, 1.3], [1.2, 0.0, -0.1], [0.0, -0.1, 0.0], [-0.2, -0.6, 1.4]]
}



{
  "formula": "C5H9FeO3",
  "method": "the ωB97M-V functional and the def2-TZVPD basis",
  "spin_multiplicity": 6,
  "total_energy_ev": -45854.58816,
  "homo_lumo_gap_ev": [5.512, 4.971],
  "symbols": ["O", "Fe", "O", "C", "C", "C", "H", "H", "H", "H", "H", "O", "C", "C", "H", "H", "H", "H"],
  "xyz": [[1.129, -0.432, -0.412], [2.449, 1.665, -2.446], [1.072, 1.701, -0.921], [0.568, 0.756, -0.312], [0.301, -1.612, -0.529], [1.202, -2.817, -0.611], [-0.356, -1.659, 0.348], [-0.319, -1.510, -1.429], [1.815, -2.916, 0.294], [0.576, -3.715, -0.707], [1.862, -2.760, -1.487], [-0.237, 0.858, 0.726], [-1.219, 1.902, 0.659], [-1.925, 2.006, 1.935], [-0.593, 2.801, 0.318], [-1.628, 1.388, 2.783], [-2.820, 2.623, 1.999], [-1.877, 1.719, -0.208]],
  "atomic_forces_ev_per_a": [[-0.1, -0.6, -0.7], [0.5, 0.0, -0.6], [-1.9, -0.4, 0.8], [2.7, 0.8, 0.6], [-0.4, 0.0, 0.4], [0.1, -0.2, -0.1], [0.1, 0.0, -0.2], [0.2, 0.0, 0.1], [-0.2, 0.1, -0.2], [0.2, 0.2, 0.0], [-0.2, 0.0, 0.2], [-1.1, -0.9, -0.4], [1.2, 1.6, -1.1], [-0.3, 0.0, 0.3], [-1.1, -0.6, 0.8], [-0.1, 0.3, -0.3], [0.3, -0.2, 0.0], [-0.1, -0.1, 0.3]]
}



Calculated max |F| (hartree/bohr), listed in the same order as above: 0.0381 0.0590 0.0564